No. 1
DFT (ωB97M-V with the def2-TZVPD basis set) results for 3 unconnected molecules or ions with the total composition H7O3.

The energy relative to the best compared isomer or geometry (same formula, charge and spin) comes out at 6.8 kcal/mol. Its electronic energy is -6249.1239 eV. The orbital gap comes out at 13.2 eV. As for the total charge: +1. As for the HOMO energy: -17.0 eV.

Geometry (Å):
H (-2.17781, 0.66752, 0.92042)
O (0.04623, -0.86729, 0.34378)
H (1.40235, -0.83860, -2.31275)
O (1.57518, -0.33590, -1.49541)
O (-1.40387, 1.01243, 1.40454)
H (-0.34943, 0.01178, 0.60319)
H (-1.63513, 1.92383, 1.65050)
H (0.76825, -0.72628, -0.47324)
H (1.53029, 0.60644, -1.72470)
H (0.24395, -1.45393, 1.08367)

Forces on the atoms, in the same order (eV/Å):
0.1002 0.3737 0.4811
0.0899 0.1912 -0.9691
0.1902 0.2209 0.2204
-0.2965 -0.2185 -0.3035
-0.4981 -0.2274 -0.6272
-0.1016 -0.0046 0.8176
0.2641 -0.3137 -0.1012
-0.0175 0.0412 0.3286
0.1119 -0.1769 -0.0010
0.1574 0.1141 0.1543



No. 2
DFT (ωB97M-V with the def2-TZVPD basis set) results for a molecular structure, C21H50FN5NbO7.

The energy relative to the best compared isomer or geometry (same formula, charge and spin) comes out at 78.2 kcal/mol. Its electronic energy is -48628.8004 eV. The orbital gap comes out at 6.0 eV. As for the total charge: -1. As for the HOMO energy: -4.6 eV.

Geometry (Å):
H (0.94289, -2.24028, -7.11933)
C (-0.36417, -2.01360, -1.02359)
H (4.72574, 2.87682, 3.61197)
H (2.50840, -2.32075, 7.27606)
H (-8.71708, 2.09957, -1.86664)
C (0.42299, -1.29658, -6.93052)
H (6.88639, 5.84106, 4.23518)
O (1.23530, -3.74979, 1.72386)
F (2.43882, 1.02398, 5.98322)
O (-6.31213, 2.99362, -5.24839)
C (-8.78301, 2.90754, -2.60104)
H (1.62320, -2.07944, 0.63597)
C (6.16501, -2.23652, 5.20406)
H (7.62033, 1.87444, 6.71854)
H (3.38726, 3.91025, 3.02974)
H (-9.02032, 3.84656, -2.09291)
C (-0.52623, -0.80214, -4.69988)
C (-7.36255, 2.89180, -4.62669)
H (-5.89761, 4.29003, -2.82103)
H (3.78987, 3.84910, 4.77117)
H (6.63996, -3.15111, 5.80368)
H (-0.53745, -5.04367, 0.01276)
C (6.23594, 4.97453, 4.43695)
H (-9.57590, 2.67696, -3.31782)
H (6.93082, 2.21710, 4.93278)
H (4.87500, 5.40957, 1.60166)
C (-5.58363, -0.48585, -5.67534)
H (-0.09066, -0.97246, -7.84012)
H (-6.25764, 0.36926, -5.57766)
H (-1.47332, -4.07140, 1.17196)
H (3.93471, 6.38645, 2.76643)
N (-0.12282, -3.00584, 0.00332)
H (2.31255, -0.61494, 8.12837)
H (4.63228, 0.22633, 4.26548)
H (-5.06192, -0.43635, -6.63581)
H (-8.20074, -1.13324, -6.26135)
C (4.89902, 5.90690, 2.57562)
O (-4.42556, -3.03226, -5.86064)
H (0.42055, -1.25215, -1.02889)
H (-8.18542, -2.68680, -5.38772)
C (-7.75800, -1.68104, -5.42459)
C (6.83508, 1.54072, 5.88372)
H (-6.29094, -3.80445, -5.64135)
H (4.00240, -1.12658, 7.39436)
C (0.97275, -2.94597, 0.83774)
C (-6.33239, 3.35021, -2.46772)
H (-1.87593, -4.01025, -0.56947)
C (2.84635, -1.18025, 7.22397)
C (-1.60847, -2.47855, -6.09663)
H (-0.38819, -2.51093, -1.99755)
C (-5.63579, -2.92074, -5.70846)
O (-1.32328, -0.92801, -3.77841)
H (-5.59577, 2.55132, -2.59588)
H (4.70417, -3.57402, 4.07975)
H (-1.50516, -2.95161, -7.07672)
C (2.30122, -0.47485, 5.85188)
H (5.77208, 1.64466, 6.41412)
N (-7.50260, 3.04387, -3.26384)
H (6.66079, -2.11239, 4.15087)
H (-1.32848, -1.53405, -0.83278)
H (-2.57869, -1.97726, -6.02954)
H (0.31080, -0.08743, -4.64284)
H (1.15348, -0.53637, -6.64055)
H (4.10720, -3.23661, 5.83318)
H (-8.31230, 2.66092, -5.13594)
N (5.14037, 4.91466, 3.60253)
H (-6.59727, 3.44104, -1.41101)
N (-0.55883, -1.50336, -5.88620)
O (8.36200, -0.30089, 4.94999)
C (7.20992, -0.05868, 5.58072)
H (2.09788, -2.32866, 3.54435)
H (2.37042, 0.18320, 3.01337)
H (5.68374, 6.66834, 2.57032)
C (4.59092, -2.71668, 4.90366)
O (6.49849, 4.17071, 5.32306)
N (-6.32173, -1.72967, -5.60375)
C (4.19917, 3.82498, 3.75676)
H (4.21405, -1.43928, 2.35320)
H (-1.55006, -3.23905, -5.31210)
Nb (3.37415, -1.05644, 3.93771)
H (1.15812, -0.71441, 5.75502)
H (-4.84255, -0.46506, -4.87059)
O (6.25642, -1.06025, 6.08239)
H (-7.98038, -1.16206, -4.48773)
C (-1.06402, -4.09551, 0.15756)

Forces on the atoms, in the same order (eV/Å):
0.0945 0.1383 -0.1532
-0.0820 -0.3310 0.1089
-0.3336 -0.0439 0.0871
0.6835 2.4811 -0.2955
-0.2096 0.0878 0.0232
-0.2121 -0.1048 0.1886
-0.0498 0.0639 -0.1146
-0.7156 0.3193 -1.2418
-0.4416 -1.8630 0.3570
-0.7286 -0.0712 0.6775
0.2377 0.0347 0.0234
-0.0659 0.0188 0.0138
-0.7653 -2.8077 -0.2480
-1.5097 -0.5996 -2.0468
0.2097 0.0275 0.1075
-0.1751 -0.1410 0.0497
-0.4528 -0.5809 -0.4440
0.5286 0.2198 0.6872
0.1020 -0.1299 0.1603
-0.0545 -0.2197 -0.1572
-0.5555 2.0661 -1.3818
-0.2067 -0.0408 0.0813
-0.8103 -0.4230 -0.2338
0.1861 0.0432 0.0488
-0.1333 -1.9319 2.0590
-0.0554 0.2057 -0.0459
0.2895 -0.0458 0.0228
0.2039 -0.0114 -0.0767
0.1327 -0.2077 -0.0451
-0.0523 -0.1903 -0.1034
0.0484 0.0932 -0.1890
0.8789 0.1803 0.5760
1.1521 -1.2151 -1.7076
0.3339 0.5567 -0.3314
0.0188 0.1782 0.1436
-0.1770 -0.0400 0.1208
0.0035 -0.2743 0.1934
-1.2166 0.2353 0.0734
-0.1021 -0.1712 0.0911
0.1462 0.1289 -0.0108
0.2736 0.0938 -0.0346
-0.0202 -1.3770 1.5478
-0.0921 0.0739 0.0207
-2.1943 -0.0143 -0.5961
-0.1577 -0.5895 0.3719
0.2928 0.0076 -0.2129
0.1846 0.0857 0.0691
-0.8635 0.4023 0.7325
-0.2235 0.2222 0.2923
-0.0990 0.2910 -0.0112
0.0798 0.8038 0.0274
0.4313 -0.0276 -0.8582
0.0514 0.1990 0.1297
-0.1277 1.6725 1.7049
0.0617 0.1406 0.1570
-0.5704 0.0474 1.3472
2.2684 -0.3401 -1.5751
-0.1759 -0.2293 -1.4591
-0.6562 0.1159 2.3361
0.0802 0.1201 -0.2723
0.2327 -0.3620 -0.0272
0.0397 -0.0334 -0.1042
-0.1480 -0.1121 0.0248
0.9921 0.9859 -1.5656
-0.0833 0.0006 0.1115
1.3724 0.5142 0.7340
-0.0455 -0.0455 -0.2391
0.4607 0.8957 1.1087
-6.9954 0.5982 3.6086
3.5894 0.1713 -1.9064
-0.1366 0.2660 -0.0968
-0.2293 -0.1751 -0.3731
-0.0693 -0.1451 0.0644
1.3482 -1.3342 -0.1868
-0.4545 1.1328 -0.7345
0.4659 -1.4634 -0.1010
0.0666 -0.3685 0.2804
0.0879 0.2485 -0.3726
-0.2168 0.0069 -0.1581
0.4682 -0.9933 1.4384
1.9208 0.7069 0.4164
0.0108 0.1721 -0.1480
2.5730 2.0270 -2.7097
-0.1994 -0.0423 -0.0709
0.2618 0.0158 0.2219



No. 3
DFT (ωB97M-V with the def2-TZVPD basis set) results for C6H6I2O in the gas phase.

The energy relative to the best compared isomer or geometry (same formula, charge and spin) comes out at 96.8 kcal/mol. Its electronic energy is -24562.2314 eV. The orbital gap (alpha / beta) comes out at 8.3 / 7.8 eV. As for the total charge: 0. As for the HOMO energy (alpha / beta): -8.5 / -7.9 eV.

Geometry (Å):
I (-2.12942, 1.25092, -0.34734)
H (1.40974, 1.88049, 1.89202)
H (-0.17410, -0.36418, 2.71380)
C (0.90282, 1.11889, 1.36512)
C (0.71661, 0.61333, -1.15214)
C (1.32688, 1.07246, -0.05748)
O (-1.78365, -2.06734, 0.04320)
H (-0.95082, -0.34470, -2.25821)
C (-0.60511, -0.09794, -1.13172)
I (0.81292, -2.79215, -0.63989)
H (-2.36183, -1.60447, 0.63248)
H (1.00949, 0.91760, -2.21139)
C (0.09823, 0.19801, 1.77927)
H (2.35426, 1.56227, -0.34477)
C (-0.62602, -1.34319, -0.28296)

Forces on the atoms, in the same order (eV/Å):
-0.4548 -0.0556 -0.3848
0.3181 0.6646 1.1330
0.0493 1.2061 -1.0647
0.8743 -0.6072 -2.2480
-0.8785 0.2532 -1.0999
2.4438 1.5686 -1.4367
1.6570 0.4202 -1.1812
0.5919 0.5456 2.5289
-0.9516 -0.8589 -1.9549
0.4409 0.0556 -0.1854
-0.5373 1.0024 0.4784
0.2165 -0.6618 1.7761
-0.9861 -2.9471 0.9854
-2.0315 -0.6352 1.0465
-0.7518 0.0496 1.6072